Density functional theory data (wB97M-V/def2-TZVPD) for C29H20BrClINO3PPd as an isolated structure at a distorted geometry.

net charge	-1
electronic energy	-141466.08219	eV
Kohn-Sham gap	6.174	eV
spin multiplicity	1
E_LUMO	0.0692	hartree
highest occupied orbital energy	-4.292	eV

CARTESIAN COORDINATES (ANGSTROEM)
Pd (-0.3922, 0.9554, 0.7556)
Cl (1.9478, 0.9930, 7.5897)
C (1.0681, 1.2174, 6.1049)
C (-0.2913, 1.4326, 6.1581)
C (-1.0105, 1.6421, 4.9961)
I (-3.0781, 2.0316, 5.0856)
C (-0.4289, 1.6537, 3.7141)
O (-1.0652, 1.9218, 2.6584)
C (0.9961, 1.3760, 3.6854)
N (1.5562, 1.3261, 2.4645)
C (2.8567, 1.1645, 2.3670)
C (3.6941, 1.0181, 3.4821)
C (3.1422, 1.0191, 4.7352)
C (1.7507, 1.1924, 4.8785)
H (-0.7887, 1.4485, 7.1171)
H (3.2743, 1.1606, 1.3695)
H (4.7609, 0.9057, 3.3452)
H (3.7511, 0.9070, 5.6215)
O (-4.7379, 1.4130, 0.2265)
C (-3.5781, 1.1300, -0.0087)
O (-2.6953, 0.7315, 0.7971)
C (-3.0973, 1.1787, -1.5118)
P (-1.4751, 0.3442, -1.4422)
C (-1.0450, 0.1224, -3.2031)
C (-0.9632, 1.2626, -4.0069)
C (-0.5723, 1.1751, -5.3267)
C (-0.2265, -0.0530, -5.8723)
C (-0.2648, -1.1846, -5.0734)
C (-0.6592, -1.1008, -3.7509)
C (-1.8837, -1.3679, -0.9413)
C (-3.1750, -1.8421, -0.7383)
C (-3.3744, -3.1169, -0.2376)
C (-2.2961, -3.9384, 0.0470)
C (-1.0076, -3.4787, -0.1686)
C (-0.8029, -2.2006, -0.6520)
H (-2.9807, 2.2197, -1.8272)
H (-3.8029, 0.6948, -2.1955)
H (-1.2162, 2.2260, -3.5816)
H (-0.5339, 2.0650, -5.9404)
H (0.0725, -0.1247, -6.9091)
H (0.0108, -2.1434, -5.4902)
H (-0.6859, -1.9953, -3.1452)
H (-4.0293, -1.2110, -0.9308)
H (-4.3814, -3.4679, -0.0586)
H (-2.4606, -4.9279, 0.4496)
H (-0.1610, -4.1134, 0.0520)
H (0.2001, -1.8273, -0.8131)
Br (5.2014, -0.6199, -2.8241)
C (3.6104, -0.2213, -1.8305)
C (2.8154, 0.8358, -2.2272)
C (1.6913, 1.1381, -1.4748)
C (1.3431, 0.4165, -0.3315)
C (2.1617, -0.6632, 0.0119)
C (3.2929, -0.9863, -0.7248)
H (3.0592, 1.3995, -3.1137)
H (1.0618, 1.9593, -1.8043)
H (1.9310, -1.2660, 0.8868)
H (3.9111, -1.8271, -0.4425)

Atomic partial charges in e from the natural (NBO) method, atoms 1 to 8: atom 1 (Pd): 0.749, atom 2 (Cl): -0.052, atom 3 (C): -0.141, atom 4 (C): -0.212, atom 5 (C): -0.290, atom 6 (I): 0.114, atom 7 (C): 0.434, atom 8 (O): -0.761

=====

Density functional theory data (wB97M-V/def2-TZVPD) for C29H26N4O6Tl as an isolated structure at a distorted geometry.

net charge	+1
electronic energy	-53428.69547	eV
Kohn-Sham gap	6.456	eV
spin multiplicity	1
E_LUMO	-0.1322	hartree
highest occupied orbital energy	-10.054	eV

CARTESIAN COORDINATES (ANGSTROEM)
Tl (-15.5377, 4.1374, 3.6946)
O (-17.2314, 5.6708, 3.7121)
C (-18.4852, 5.4065, 3.9015)
C (-19.4346, 6.1120, 3.0995)
C (-20.7856, 5.9715, 3.3268)
C (-21.2392, 5.1017, 4.3180)
C (-20.3428, 4.3561, 5.0836)
C (-18.9459, 4.4627, 4.8793)
C (-18.0360, 3.6392, 5.6581)
N (-16.7396, 3.5313, 5.5550)
C (-16.0239, 2.6239, 6.4380)
C (-14.5488, 3.0122, 6.5119)
N (-14.0076, 3.1020, 5.1508)
C (-12.7194, 3.2365, 5.0314)
C (-11.9491, 3.6153, 3.8862)
C (-10.5506, 3.7758, 4.0032)
C (-9.7773, 4.1447, 2.9167)
C (-10.3758, 4.4254, 1.6910)
C (-11.7339, 4.2663, 1.5112)
C (-12.5567, 3.7865, 2.5782)
O (-13.7793, 3.4455, 2.3183)
H (-19.0284, 6.7787, 2.3365)
H (-21.5364, 6.4803, 2.7172)
H (-22.2996, 4.9985, 4.5129)
H (-20.7149, 3.6363, 5.8205)
H (-18.5559, 3.0436, 6.4254)
H (-16.1001, 1.5737, 6.0808)
H (-16.4684, 2.6427, 7.4551)
H (-13.9951, 2.2517, 7.1233)
H (-14.4647, 3.9912, 7.0143)
H (-12.0531, 3.0986, 5.9172)
H (-10.0813, 3.5898, 4.9763)
H (-8.6954, 4.2336, 3.0628)
H (-9.7448, 4.7513, 0.8594)
H (-12.1806, 4.5028, 0.5512)
O (-12.7547, 7.7426, 4.7864)
C (-13.6806, 6.8901, 4.3231)
O (-14.2128, 6.0402, 5.0159)
C (-13.9745, 7.0765, 2.8665)
C (-13.4326, 8.1276, 2.1210)
C (-13.7653, 8.2373, 0.7814)
C (-14.6259, 7.3138, 0.2064)
C (-15.1187, 6.2637, 0.9928)
N (-14.8350, 6.2219, 2.3110)
C (-15.9992, 5.1725, 0.4828)
O (-16.3719, 5.2231, -0.8371)
O (-16.4404, 4.2688, 1.1610)
H (-12.6563, 7.5506, 5.7442)
H (-12.7600, 8.8393, 2.5871)
H (-13.3042, 9.0048, 0.1632)
H (-14.9307, 7.4359, -0.8385)
H (-16.0145, 5.9971, -1.3207)
N (-16.3342, 1.7749, 2.6884)
C (-17.7208, 1.6241, 2.8185)
C (-18.2547, 0.8843, 3.8770)
C (-19.6281, 0.7788, 4.0354)
C (-20.4847, 1.3232, 3.0884)
C (-19.9507, 2.0530, 2.0264)
C (-18.5813, 2.2388, 1.8994)
H (-15.7820, 1.0623, 3.1575)
H (-16.0554, 1.9335, 1.7204)
H (-17.5840, 0.3658, 4.5840)
H (-20.0470, 0.2777, 4.9215)
H (-21.5641, 1.1688, 3.1606)
H (-20.6250, 2.4924, 1.2836)
H (-18.1783, 2.8563, 1.0897)

Atomic partial charges in e from the Mulliken method, atoms 1 to 8: atom 1 (Tl): 1.888, atom 2 (O): -0.584, atom 3 (C): 0.421, atom 4 (C): -0.487, atom 5 (C): -0.574, atom 6 (C): -0.677, atom 7 (C): -0.805, atom 8 (C): 0.617

=====

Density functional theory data (wB97M-V/def2-TZVPD) for C24H43FeIP2 as an isolated structure at a distorted geometry.

net charge	+1
electronic energy	-86636.40413	eV
Kohn-Sham gap (alpha / beta)	4.689 / 5.299	eV
spin multiplicity	6
E_LUMO (alpha / beta)	-0.1446 / -0.1427	hartree
highest occupied orbital energy (alpha / beta)	-8.623 / -9.183	eV
energy above the lowest of the compared OMol25 structures with the same formula, charge and spin	28.3	kcal per mole
<S²>	8.834

CARTESIAN COORDINATES (ANGSTROEM)
Fe (-0.2023, -1.4899, -1.6420)
C (1.4568, 2.8179, 0.0186)
C (0.1149, 3.0003, -0.3817)
C (0.2383, 3.1981, 1.8996)
C (1.5531, 3.0499, 1.4070)
C (-0.6583, 3.1155, 0.7989)
C (2.6382, 2.6562, -0.8518)
H (2.3505, 2.4044, -1.8682)
H (3.2396, 1.8386, -0.4503)
H (3.2296, 3.5755, -0.8460)
C (2.8128, 3.1517, 2.2032)
H (3.5760, 2.4966, 1.7919)
H (2.6034, 2.8546, 3.2294)
H (3.1972, 4.1710, 2.1812)
C (-0.1364, 3.3764, 3.3277)
H (-0.0994, 4.4369, 3.5899)
H (0.5571, 2.8281, 3.9572)
H (-1.1436, 3.0172, 3.4861)
C (-2.0980, 3.4183, 0.8266)
H (-2.2732, 4.4993, 0.8746)
H (-2.5962, 2.9646, 1.6895)
H (-2.5989, 3.0548, -0.0754)
C (-0.3594, 3.1897, -1.7344)
H (-0.2882, 4.2802, -1.9142)
H (-1.4051, 2.8882, -1.9068)
H (0.2813, 2.6733, -2.4638)
C (0.8540, -3.3329, -1.6129)
C (1.2220, -2.4251, -2.6235)
C (0.5329, -2.1115, -3.8608)
C (-1.0457, -1.9858, -3.7971)
C (-1.7747, -1.4188, -2.5802)
C (-1.7920, -2.2361, -1.2884)
C (-1.5904, -3.7027, -1.2578)
C (-0.2508, -4.2958, -1.7342)
H (0.7324, -2.8579, -4.6604)
H (-1.4588, -3.0151, -4.0134)
H (1.0389, -1.2100, -4.1813)
H (-0.3562, -4.6853, -2.7613)
H (1.6230, -3.6016, -0.8730)
H (2.2778, -2.0380, -2.5609)
H (-0.0693, -5.1811, -1.1126)
H (-1.8083, -4.0153, -0.2209)
H (-2.5426, -1.9233, -0.5473)
H (-2.4009, -4.1016, -1.8887)
H (-1.2780, -1.2592, -4.6105)
H (-2.3248, -0.5790, -2.6826)
P (1.7167, -0.9603, 1.1239)
P (-1.5594, -0.0415, 1.4987)
C (0.2784, -2.1677, 1.2637)
C (-1.0879, -1.7603, 1.8909)
H (0.8384, -2.8371, 2.0034)
H (0.0986, -2.7930, 0.3559)
H (-1.8902, -2.4882, 1.6143)
H (-0.9736, -1.8207, 2.9924)
C (-2.1658, 0.4005, 3.1369)
H (-2.2902, 1.4773, 3.1850)
H (-1.4782, 0.1059, 3.9282)
H (-3.1346, -0.0912, 3.2589)
C (-3.2795, -0.0480, 0.7682)
H (-3.9009, -0.8535, 1.1901)
H (-3.2242, -0.1425, -0.3020)
H (-3.7454, 0.9114, 0.9908)
C (3.3062, -1.7427, 0.7616)
H (4.0083, -1.0361, 0.2635)
H (3.0416, -2.6001, 0.0694)
H (3.6750, -2.0774, 1.7609)
C (1.5201, -0.3050, -0.5505)
H (0.9221, 0.5714, -0.4090)
H (1.3852, -1.1576, -1.2912)
H (2.5116, -0.2521, -1.1528)
I (1.8499, 0.2168, 3.3695)

Atomic partial charges in e from the Mulliken method, atoms 1 to 8: atom 1 (Fe): -0.489, atom 2 (C): 1.041, atom 3 (C): 0.585, atom 4 (C): 0.251, atom 5 (C): 0.187, atom 6 (C): 0.914, atom 7 (C): -1.553, atom 8 (H): 0.315

=====

Density functional theory data (wB97M-V/def2-TZVPD) for a 10-piece molecular cluster, C13H36BrN9O21P overall at a distorted geometry.

net charge	-1
electronic energy	-149777.64815	eV
Kohn-Sham gap	5.928	eV
spin multiplicity	1
E_LUMO	0.0304	hartree
highest occupied orbital energy	-5.100	eV

CARTESIAN COORDINATES (ANGSTROEM)
C (4.5501, -0.3667, -3.8067)
C (4.3817, 0.7695, -4.9921)
C (3.6668, 2.1646, -4.4936)
O (3.1475, 1.9214, -3.1392)
P (1.4302, 2.1851, -3.0257)
Br (-0.7994, 2.4899, -2.6645)
C (0.9998, 0.8141, -4.2927)
O (1.0049, -0.5087, -4.0545)
O (0.6413, 1.2129, -5.6890)
H (5.3020, -0.0727, -2.9571)
H (3.5394, -0.6665, -3.2839)
H (4.9832, -1.3696, -4.2868)
H (5.4379, 1.0411, -5.4441)
H (3.7141, 0.3298, -5.8784)
H (2.8980, 2.6215, -5.2482)
H (4.5364, 2.9738, -4.3768)
H (1.5270, 1.7510, -1.6251)
H (1.6058, 3.5984, -3.3499)
C (-3.8084, 4.8358, -0.7757)
N (-2.8798, 3.9335, -0.0428)
O (-3.2211, 2.7518, 0.0838)
O (-1.8344, 4.4370, 0.3846)
H (-4.6817, 4.2620, -1.0929)
H (-4.0998, 5.6351, -0.0914)
H (-3.2709, 5.2296, -1.6407)
C (-6.0029, 2.2492, 2.3910)
N (-6.8683, 3.1519, 1.5848)
O (-8.0898, 3.0677, 1.7570)
O (-6.2968, 3.9197, 0.8018)
H (-6.6362, 1.6329, 3.0326)
H (-5.4373, 1.6266, 1.6948)
H (-5.3408, 2.8768, 2.9909)
C (-3.4778, 0.4986, -3.9265)
N (-4.8718, 0.9770, -4.1309)
O (-5.6784, 0.1779, -4.6204)
O (-5.1168, 2.1413, -3.7941)
H (-3.4067, -0.5372, -4.2649)
H (-2.8192, 1.1422, -4.5132)
H (-3.2576, 0.5717, -2.8596)
C (1.0125, -2.9153, -1.5222)
N (2.3721, -3.3652, -1.1186)
O (2.5502, -3.6266, 0.0767)
O (3.2221, -3.4434, -2.0133)
H (0.3710, -2.8934, -0.6387)
H (1.1102, -1.9167, -1.9528)
H (0.6336, -3.6293, -2.2562)
C (-2.5596, 0.1991, 3.9530)
N (-3.9932, 0.2017, 3.5548)
O (-4.2444, 0.1882, 2.3442)
O (-4.8258, 0.2171, 4.4689)
H (-1.9427, 0.1847, 3.0520)
H (-2.3766, 1.1069, 4.5313)
H (-2.3861, -0.6963, 4.5534)
C (-4.0875, 0.8959, 7.4133)
N (-2.7279, 0.4459, 7.8169)
O (-2.5498, 0.1845, 9.0122)
O (-1.8779, 0.3678, 6.9223)
H (-4.7290, 0.9178, 8.2968)
H (-3.9898, 1.8944, 6.9827)
H (-4.4664, 0.1819, 6.6793)
C (2.3699, -5.3905, 2.8382)
N (1.3261, -5.9985, 3.7069)
O (1.6997, -6.8267, 4.5456)
O (0.1612, -5.6270, 3.5224)
H (3.3421, -5.8072, 3.1097)
H (2.1208, -5.6348, 1.8036)
H (2.3518, -4.3120, 3.0072)
C (5.3223, 6.8529, -3.6489)
N (5.0650, 5.3874, -3.6475)
O (4.3096, 4.9462, -2.7737)
O (5.6287, 4.7215, -4.5237)
H (4.7652, 7.3101, -2.8284)
H (6.3960, 6.9991, -3.5147)
H (4.9848, 7.2457, -4.6101)
C (4.2672, -9.2606, 3.8506)
N (4.3625, -8.9365, 2.4016)
O (3.6383, -8.0293, 1.9757)
O (5.1617, -9.6020, 1.7327)
H (3.5299, -8.6007, 4.3125)
H (3.9574, -10.3042, 3.9352)
H (5.2546, -9.1024, 4.2892)

Atomic partial charges in e from the Mulliken method, atoms 1 to 8: atom 1 (C): -0.612, atom 2 (C): -0.505, atom 3 (C): 0.012, atom 4 (O): -0.569, atom 5 (P): 0.493, atom 6 (Br): -0.393, atom 7 (C): 0.537, atom 8 (O): -0.592

=====

Density functional theory data (wB97M-V/def2-TZVPD) for a 10-piece molecular cluster, C36H87BN9O13Si overall at a distorted geometry.

net charge	-1
electronic energy	-87330.11630	eV
Kohn-Sham gap	5.696	eV
spin multiplicity	1
E_LUMO	0.0502	hartree
highest occupied orbital energy	-4.332	eV

CARTESIAN COORDINATES (ANGSTROEM)
C (-4.2711, 0.6695, 2.4978)
Si (-3.7163, 1.9877, 1.2532)
C (-3.3247, 1.1645, -0.3838)
C (-2.1558, 2.9131, 1.8239)
O (-4.9391, 3.1045, 1.0906)
C (-5.3298, 3.7280, 2.3147)
C (-6.8319, 3.5429, 2.5486)
B (-7.7074, 3.8152, 1.1710)
C (-9.2416, 4.3167, 1.5457)
O (-10.2050, 4.2939, 0.4496)
C (-10.4962, 3.0214, -0.0086)
O (-10.8354, 2.1078, 1.0216)
C (-10.0170, 0.9661, 1.1010)
C (-9.6874, 0.6692, 2.5458)
O (-9.0251, -0.6049, 2.6210)
H (-4.4562, -0.2642, 1.9782)
H (-5.2028, 0.9738, 2.9598)
H (-3.5385, 0.5524, 3.2918)
H (-2.6331, 1.7936, -0.9340)
H (-2.7900, 0.2437, -0.1747)
H (-4.2408, 0.9899, -0.9331)
H (-2.4550, 3.6571, 2.5541)
H (-1.7730, 3.4402, 0.9561)
H (-1.4248, 2.2202, 2.2252)
H (-5.1572, 4.7999, 2.2328)
H (-4.7454, 3.3252, 3.1494)
H (-6.9290, 2.5002, 2.8690)
H (-7.1544, 4.1595, 3.3941)
H (-7.1780, 4.7466, 0.5680)
H (-7.7133, 2.8038, 0.4838)
H (-9.1700, 5.3664, 1.8182)
H (-9.6481, 3.8290, 2.4344)
H (-9.6881, 2.6434, -0.6336)
H (-11.3772, 3.1291, -0.6483)
H (-9.0704, 1.0825, 0.5857)
H (-10.5805, 0.0948, 0.7389)
H (-10.5858, 0.6265, 3.1575)
H (-8.9840, 1.3913, 2.9286)
H (-9.2523, -1.1237, 1.8376)
C (1.4917, -0.8504, 0.3149)
C (0.2555, -0.0556, -0.0247)
O (-0.8431, -0.5716, -0.1680)
N (0.4019, 1.2856, -0.1712)
C (1.6107, 2.0717, -0.0339)
H (1.2153, -1.8983, 0.4013)
H (2.2417, -0.7485, -0.4699)
H (1.9162, -0.5190, 1.2582)
H (-0.4574, 1.7638, -0.4018)
H (1.4761, 2.8172, 0.7526)
H (1.8180, 2.5937, -0.9724)
H (2.4604, 1.4441, 0.2196)
C (-8.2203, -5.7363, 2.2594)
C (-6.8377, -5.6228, 2.8588)
O (-6.1353, -6.6067, 3.0521)
N (-6.4017, -4.3815, 3.1769)
C (-7.0959, -3.1097, 3.0196)
H (-8.4260, -6.7835, 2.0601)
H (-8.9712, -5.3557, 2.9524)
H (-8.2785, -5.1820, 1.3224)
H (-5.4741, -4.3711, 3.5701)
H (-6.5156, -2.4524, 2.3723)
H (-7.2023, -2.6299, 3.9913)
H (-8.0801, -3.2499, 2.5899)
C (5.8363, -2.0633, 2.0375)
C (4.5459, -1.3886, 2.4319)
O (4.1122, -0.4055, 1.8418)
N (3.8610, -1.9157, 3.4741)
C (4.1965, -3.0848, 4.2669)
H (6.2629, -1.5321, 1.1918)
H (6.5480, -2.0366, 2.8614)
H (5.6577, -3.0990, 1.7510)
H (3.0148, -1.4149, 3.6954)
H (3.3958, -3.8088, 4.1870)
H (4.3097, -2.7960, 5.3171)
H (5.1140, -3.5411, 3.9195)
C (8.5290, -3.6940, 4.3297)
C (8.9608, -3.9234, 2.9003)
O (8.1686, -4.2456, 2.0271)
N (10.2759, -3.7592, 2.6122)
C (11.3648, -3.3887, 3.4987)
H (7.4595, -3.8648, 4.4014)
H (9.0394, -4.3865, 4.9998)
H (8.7427, -2.6691, 4.6361)
H (10.4964, -3.9271, 1.6434)
H (11.8282, -2.4681, 3.1389)
H (12.1110, -4.1812, 3.4882)
H (11.0193, -3.2340, 4.5154)
C (14.2458, -4.5904, -0.3078)
C (13.1970, -5.3272, 0.4903)
O (13.1924, -5.3276, 1.7121)
N (12.2389, -5.9983, -0.1994)
C (12.0761, -6.1108, -1.6378)
H (14.9309, -4.1087, 0.3823)
H (14.8083, -5.2833, -0.9342)
H (13.7846, -3.8267, -0.9350)
H (11.5706, -6.4666, 0.3934)
H (11.1046, -5.7103, -1.9305)
H (12.1209, -7.1603, -1.9324)
H (12.8528, -5.5658, -2.1623)
C (-1.8194, 3.9201, -4.6258)
C (-2.8876, 3.1606, -3.8795)
O (-2.9485, 3.1695, -2.6641)
N (-3.7967, 2.4544, -4.6082)
C (-3.8802, 2.3218, -6.0465)
H (-1.1860, 4.4216, -3.9049)
H (-1.2067, 3.2405, -5.2161)
H (-2.2723, 4.6745, -5.2750)
H (-4.4795, 1.9764, -4.0409)
H (-4.8457, 2.6943, -6.3984)
H (-3.7920, 1.2701, -6.3276)
H (-3.0888, 2.8807, -6.5342)
C (-1.6863, 7.9521, -3.7486)
C (-0.6710, 7.3747, -4.7026)
O (-0.0081, 6.3901, -4.4168)
N (-0.5173, 7.9854, -5.9081)
C (-1.2148, 9.1510, -6.4175)
H (-1.6919, 7.3543, -2.8427)
H (-1.4289, 8.9801, -3.4903)
H (-2.6839, 7.9261, -4.1883)
H (0.1738, 7.5475, -6.4960)
H (-1.7465, 8.8918, -7.3346)
H (-0.4966, 9.9410, -6.6451)
H (-1.9289, 9.5246, -5.6927)
C (2.7322, 1.4049, -4.2452)
C (1.5108, 2.2308, -4.5782)
O (0.4267, 1.7127, -4.7969)
N (1.6601, 3.5825, -4.6134)
C (2.8599, 4.3568, -4.3725)
H (2.4517, 0.3564, -4.2504)
H (3.5171, 1.5633, -4.9864)
H (3.1109, 1.6608, -3.2545)
H (0.8133, 4.0895, -4.8265)
H (2.6952, 5.0341, -3.5332)
H (3.0970, 4.9541, -5.2552)
H (3.7032, 3.7124, -4.1471)
C (3.2561, -5.2060, 0.0550)
C (3.0265, -5.6256, 1.4862)
O (3.6657, -5.1445, 2.4113)
N (2.0719, -6.5612, 1.7204)
C (1.2161, -7.2325, 0.7591)
H (4.0415, -4.4570, 0.0345)
H (3.5690, -6.0586, -0.5487)
H (2.3488, -4.7733, -0.3679)
H (1.9681, -6.7944, 2.6953)
H (0.1701, -7.0282, 0.9911)
H (1.3786, -8.3105, 0.8107)
H (1.4230, -6.8942, -0.2497)

Atomic partial charges in e from the Mulliken method, atoms 1 to 8: atom 1 (C): -1.183, atom 2 (Si): 0.574, atom 3 (C): -0.309, atom 4 (C): -1.106, atom 5 (O): -0.340, atom 6 (C): -0.622, atom 7 (C): -0.467, atom 8 (B): 0.882

=====

Q: Look up the electronic energy of the third one.
A: -86636.40413 eV

=====

Q: Look up the net charge of the third one.
A: +1